C4H10N2O | ωB97M-V/def2-TZVPD

## Properties
SMILES string: CNC(=O)[C@@H](C)N
relative energy (zero: lowest compared OMol25 entry of this formula, charge and spin): 64.90 kcal per mole
gap between HOMO and LUMO: 9.7 eV

Element x y z (Å)
H1 -0.443 -1.813 -0.473
H2 1.399 -0.153 0.640
N1 0.061 1.364 -0.780
H3 0.184 2.385 -0.666
H4 0.138 -0.385 2.672
C1 -0.495 0.651 0.220
H5 1.843 0.593 -1.682
H6 -1.056 -1.495 1.931
O1 -1.599 0.782 0.809
H7 0.434 -0.276 -2.292
H8 1.237 -2.219 -0.560
C2 -0.048 -1.167 1.898
C3 0.411 -0.589 0.511
H9 0.540 -1.993 2.335
H10 0.748 1.570 -2.758
N2 0.482 -1.413 -0.576
C4 0.792 0.751 -1.984

=====

C4H10N2O | ωB97M-V/def2-TZVPD

## Properties
SMILES string: NCCNCC=O
relative energy (zero: lowest compared OMol25 entry of this formula, charge and spin): 99.03 kcal per mole
gap between HOMO and LUMO: 10.0 eV

Element x y z (Å)
O1 -1.464 -1.588 1.185
H1 0.155 1.435 -3.110
N1 0.269 0.605 -2.620
H2 0.028 -0.892 -0.934
H3 0.034 1.585 0.098
H4 2.293 -0.106 -2.052
H5 -0.538 1.140 2.710
H6 -1.696 0.970 1.336
C1 -0.713 -0.880 1.894
H7 -0.099 -1.453 2.524
C2 -0.752 0.573 1.618
C3 0.694 -0.245 -0.386
H8 1.769 1.585 -1.505
H9 0.121 -0.186 -3.267
C4 1.403 0.477 -1.674
H10 1.307 -0.974 0.379
N2 0.380 0.828 0.566

=====

C4H10N2O | ωB97M-V/def2-TZVPD

## Properties
SMILES string: CCNCC(N)=O
relative energy (zero: lowest compared OMol25 entry of this formula, charge and spin): 20.50 kcal per mole
gap between HOMO and LUMO: 10.1 eV

Element x y z (Å)
C1 2.800 1.497 0.010
C2 -0.720 0.497 -0.069
H1 -0.334 -1.751 1.033
H2 -1.539 -2.676 0.336
H3 2.541 2.103 -0.856
O1 -2.283 -0.927 -1.195
N1 -1.285 -1.757 0.686
H4 -0.998 1.179 -0.873
C3 1.552 1.064 0.766
N2 0.705 0.195 -0.043
H5 3.330 0.603 -0.314
H6 1.877 0.547 1.676
C4 -1.495 -0.798 -0.284
H7 -0.984 0.974 0.879
H8 1.043 0.184 -0.996
H9 1.003 1.936 1.130
H10 3.475 2.066 0.649

=====

C4H10N2O | ωB97M-V/def2-TZVPD

## Properties
SMILES string: C=CN(O)N(C)C
relative energy (zero: lowest compared OMol25 entry of this formula, charge and spin): 183.71 kcal per mole
gap between HOMO and LUMO: 8.5 eV

Element x y z (Å)
C1 1.428 0.302 -1.029
H1 1.683 1.302 -0.636
N1 0.547 -0.423 -0.154
H2 -2.584 0.130 -0.294
C2 -1.452 0.407 0.071
C3 -1.254 1.707 0.228
H3 -1.453 -2.535 -0.762
H4 1.258 0.226 1.732
H5 2.371 -0.240 -1.165
H6 0.955 0.441 -2.001
N2 -1.093 -0.686 -0.649
H7 -2.092 2.367 0.396
O1 -1.536 -1.883 -0.053
H8 0.377 -1.308 1.715
H9 2.033 -1.240 1.076
C4 1.084 -0.696 1.154
H10 -0.271 2.129 0.370

=====

C4H10N2O | ωB97M-V/def2-TZVPD

## Properties
relative energy (zero: lowest compared OMol25 entry of this formula, charge and spin): 150.88 kcal per mole
gap between HOMO and LUMO: 7.8 eV

Element x y z (Å)
C1 -0.779 0.729 -0.674
H1 2.460 -0.891 0.358
C2 -0.077 0.314 0.546
N1 -1.308 -0.005 -1.686
O1 0.879 -0.233 -0.794
C3 2.248 -0.183 -0.452
H2 0.822 0.517 2.250
H3 2.827 -0.491 -1.324
H4 2.548 0.826 -0.154
H5 -1.896 0.428 -2.382
N2 0.584 1.048 1.412
H6 -0.801 -1.311 1.759
H7 -0.757 -0.798 -1.997
H8 -2.079 -1.074 0.556
H9 -1.386 1.606 -0.461
C4 -1.354 -0.563 1.190
H10 -1.929 0.082 1.854

=====

C4H10N2O | ωB97M-V/def2-TZVPD

## Properties
SMILES string: C/C(O)=C(/C)NN
relative energy (zero: lowest compared OMol25 entry of this formula, charge and spin): 94.16 kcal per mole
gap between HOMO and LUMO: 7.4 eV

Element x y z (Å)
N1 0.648 0.848 0.914
H1 1.528 0.334 2.630
H2 2.070 -1.251 -0.448
C1 0.287 -0.183 0.083
C2 -1.542 1.155 -1.116
C3 1.106 -1.448 0.033
O1 -1.619 -1.251 -0.839
C4 -0.987 -0.071 -0.432
H3 -1.007 2.069 -0.851
H4 -0.291 1.413 0.952
H5 0.611 -2.232 -0.546
H6 -1.498 1.048 -2.207
N2 1.755 0.818 1.762
H7 -2.589 1.295 -0.830
H8 2.555 0.349 1.337
H9 1.290 -1.853 1.034
H10 -2.318 -1.040 -1.476

=====

C4H10N2O | ωB97M-V/def2-TZVPD

## Properties
SMILES string: CC(=O)NCCN
relative energy (zero: lowest compared OMol25 entry of this formula, charge and spin): 73.86 kcal per mole
gap between HOMO and LUMO: 9.8 eV

Element x y z (Å)
C1 -1.821 -0.489 0.492
H1 0.099 -0.760 1.133
H2 0.257 -1.083 -1.293
H3 1.882 1.306 -0.274
H4 -1.264 1.231 0.810
C2 1.810 0.285 -0.656
N1 -0.374 -0.136 0.481
H5 2.351 -0.478 1.180
H6 -2.407 1.321 -0.462
C3 0.331 -0.103 -0.803
H7 -0.176 0.630 -1.433
H8 -3.455 0.832 0.927
H9 2.257 0.276 -1.654
O1 -2.200 -1.558 0.897
N2 2.611 -0.567 0.206
H10 2.552 -1.542 -0.064
C4 -2.452 0.835 0.512

=====

C4H10N2O | ωB97M-V/def2-TZVPD

## Properties
SMILES string: NCCNCC=O
relative energy (zero: lowest compared OMol25 entry of this formula, charge and spin): 55.47 kcal per mole
gap between HOMO and LUMO: 9.7 eV

Element x y z (Å)
H1 2.517 -1.266 -0.069
N1 2.400 -0.397 -0.575
C1 1.863 0.672 0.302
H2 -1.542 -1.078 0.737
N2 -0.326 -0.073 -0.511
C2 -2.907 0.218 -0.251
C3 0.394 0.390 0.676
H3 -0.108 1.321 0.925
H4 2.394 0.846 1.245
O1 -3.971 -0.214 -0.593
H5 0.128 -0.722 -1.132
H6 -1.890 -1.463 -0.915
H7 0.258 -0.375 1.463
H8 -2.759 1.237 0.166
C4 -1.670 -0.612 -0.261
H9 1.911 1.530 -0.385
H10 3.307 -0.013 -0.821

=====

Question: The lowest relative energy (zero: lowest compared OMol25 entry of this formula, charge and spin) belongs to which entry?
Answer: number 3

=====

Question: What is the formula in the second record?
Answer: C4H10N2O

=====

Question: Look up the relative energy (zero: lowest compared OMol25 entry of this formula, charge and spin) of the fourth one.
Answer: 183.71 kcal per mole

=====

Question: Number 5 is which compound?
Answer: C4H10N2O